Density functional theory data (ωB97M-V/def2-TZVPD) for 3 unconnected molecules or ions with the total composition C4H12O3 at a distorted geometry.

Geometry as XYZ:
```
19
Properties=species:S:1:pos:R:3:forces:R:3:lowdin_charge:R:1
O -2.0789 -1.1448 0.5657 -0.68 -0.61 -1.29 0.01
O 2.3268 -5.1208 1.6937 -3.78 1.01 -0.16 -0.13
O 2.0421 4.7297 3.4216 1.06 -0.70 -3.04 -0.07
C -0.7539 0.3664 -1.8205 0.01 -1.85 -0.35 -0.23
C -0.5219 1.4690 -0.7420 -3.61 0.21 0.34 -0.13
C -0.7584 -1.2947 -1.3964 0.91 1.97 -0.76 -0.14
C -2.0615 -1.4608 -0.6135 1.76 0.43 0.73 -0.29
H 2.8948 -4.3523 1.7738 -0.06 0.27 0.03 0.01
H 2.0708 5.6396 3.6027 -0.39 2.14 1.65 -0.01
H 0.1812 -1.4312 -0.7659 -1.44 -0.23 -0.72 0.12
H -0.9403 2.5221 -1.1559 1.21 -2.44 0.98 0.11
H -2.9524 -1.7875 -1.1976 0.08 0.14 0.40 0.12
H 0.0097 0.4069 -2.6113 -0.27 0.13 0.19 0.08
H 2.4046 4.8993 2.4923 -0.67 -1.45 1.38 0.08
H 0.4696 1.5583 -0.3217 0.32 -0.03 -0.35 0.05
H -1.2195 1.1644 0.1495 1.24 0.86 -1.44 0.08
H -1.7471 0.4157 -2.3276 0.70 0.68 0.40 0.09
H 1.3268 -4.7355 1.6669 3.83 -1.27 0.13 0.12
H -0.6925 -1.8438 -2.4137 -0.22 0.73 1.86 0.12
```
Positions in Å, forces in eV/Å.

Calculated values
SMILES: CCCC=O.O.O
electronic energy: -385.24541 a.u.
LUMO energy: 0.669 eV
gap between HOMO and LUMO: 10.6 eV
max |F|: 4.04 eV Å⁻¹

=====

Density functional theory data (ωB97M-V/def2-TZVPD) for a molecular structure, C48H45Cl2N2O7PtS3Si at a distorted geometry.

Geometry as XYZ:
```
109
Properties=species:S:1:pos:R:3:forces:R:3:lowdin_charge:R:1
Pt 0.0238 -0.1808 -0.2831 -0.18 -0.58 -0.40 1.57
Cl 3.9183 2.3850 0.8562 -0.01 0.04 0.02 0.66
Cl 3.3549 1.2233 3.4939 0.21 -0.24 -0.07 0.70
S -1.0106 -0.9562 2.8277 -0.12 -0.76 -0.28 0.67
S 0.1780 0.7849 -3.3022 -0.21 -0.04 -0.17 1.06
S 2.2689 -2.2993 -1.0217 0.07 0.06 0.05 1.10
Si -1.2419 2.8059 0.5838 0.00 0.12 0.00 0.55
O 1.6110 0.7165 0.5317 0.13 -0.19 -0.27 -0.20
O 0.9720 0.2724 -2.0993 0.31 0.23 0.42 -0.63
O -2.3974 -0.9066 3.1764 0.01 0.16 0.08 -0.26
O 0.7744 -2.0756 -0.7245 -0.09 0.10 0.02 -0.61
O 2.4238 -1.1105 1.5534 0.11 0.12 -0.34 -0.02
O -0.1058 0.1142 3.0810 0.06 -0.11 0.01 -0.27
O -0.7991 1.5687 -0.4217 0.08 -0.25 0.10 -0.44
N -1.7868 -0.9176 -0.8092 0.11 -0.09 -0.16 -0.05
N -0.9404 -1.2403 1.1603 -0.25 1.04 0.09 -0.16
C 2.4276 -4.0249 -0.6188 0.02 0.01 -0.02 -0.36
C 0.6794 -4.9233 4.2309 0.02 0.00 -0.01 -0.27
C 2.6929 4.0979 -5.0513 0.00 0.00 0.00 -0.05
C 1.2484 -6.2439 4.6672 0.00 -0.01 0.00 -0.04
C 3.6129 -4.6859 -0.9194 0.01 0.00 0.01 -0.08
C -2.1627 5.3675 -0.2569 -0.02 -0.01 0.02 -0.09
C -0.6958 -4.7307 4.1332 -0.02 0.02 0.00 -0.03
C 1.4479 3.6355 3.6476 -0.08 0.19 -0.04 -0.14
C 0.1227 3.5401 1.6202 0.01 -0.01 -0.01 -0.22
C -3.7495 1.5998 0.9095 -0.02 0.01 -0.05 -0.10
C 1.5277 -3.8554 3.9392 -0.01 -0.03 0.00 -0.02
C -2.6478 6.3120 -1.1497 0.01 -0.01 0.01 -0.08
C 0.4631 3.0335 2.8781 -0.16 0.03 0.10 -0.12
C 0.4149 -0.5562 -4.5150 -0.06 0.11 0.01 -0.27
C 1.4620 3.7870 -5.6159 -0.01 0.00 0.00 -0.06
C 1.8258 5.2460 1.9085 -0.02 -0.02 0.00 -0.10
C -2.8135 5.9811 -2.4875 -0.01 -0.01 -0.01 -0.09
C 3.1538 3.4078 -3.9391 0.00 0.02 0.00 -0.05
C 1.4098 -4.6385 0.0933 -0.01 0.02 0.02 -0.05
C -2.0110 3.7634 -2.0219 0.03 0.04 0.00 -0.10
C -4.1138 2.2533 3.5714 0.00 0.00 0.00 -0.07
C -2.6729 -0.8728 -1.8083 -0.05 -0.01 0.13 -0.10
C 2.7396 -6.6438 0.1673 0.01 0.00 0.00 -0.06
C -2.7228 2.2641 1.5877 0.06 0.05 0.03 -0.22
C 3.6360 0.9057 1.7726 0.01 -0.04 0.03 -0.96
C -3.3195 -2.0153 0.6478 0.04 0.12 -0.08 0.03
C -2.4970 4.7026 -2.9223 0.00 0.00 0.00 -0.09
C -1.8273 4.0766 -0.6748 -0.02 -0.01 0.05 -0.22
C -0.3482 -2.4697 3.4383 0.00 0.06 0.00 -0.27
C 2.4638 0.0681 1.2516 -0.10 -0.04 0.20 -0.73
C 0.6880 2.7754 -5.0721 -0.01 0.00 0.01 -0.08
C 1.0273 -2.6276 3.5459 -0.02 0.06 0.13 -0.04
C -2.0827 -1.4233 0.3975 0.14 -0.14 0.16 -0.36
C 2.3972 2.3837 -3.3875 -0.03 -0.01 0.04 -0.05
C -5.1162 1.5885 2.8815 0.02 0.00 0.04 -0.08
C -4.9352 1.2671 1.5435 0.01 -0.08 0.01 -0.09
C -1.2176 -3.5071 3.7415 0.00 -0.03 -0.03 -0.05
C -4.2224 -2.0135 -0.3939 0.01 0.02 0.02 -0.02
C 2.1271 4.7453 3.1670 -0.03 0.01 0.02 -0.09
C 0.8313 4.6494 1.1470 0.03 0.00 -0.01 -0.10
C 0.1214 -1.9234 -3.8702 -0.02 -0.01 0.00 -0.22
C -2.9318 2.5940 2.9272 0.00 -0.01 0.02 -0.08
C 1.1819 2.0776 -3.9781 -0.02 -0.02 -0.02 -0.38
C 3.7599 -6.0060 -0.5291 -0.01 -0.01 -0.01 -0.06
C -3.9142 -1.4296 -1.6288 -0.03 -0.01 -0.04 -0.04
C 2.4623 -2.2940 -2.8222 0.05 0.03 0.01 -0.30
C 1.5750 -5.9612 0.4825 0.00 0.00 0.00 -0.06
C 1.3370 -2.8389 -3.6885 0.00 0.00 0.03 -0.19
H 2.7203 1.8585 -2.4984 0.01 0.00 0.00 0.11
H -0.3087 -0.3298 -5.3001 0.06 0.02 -0.06 0.10
H 1.4137 -0.4658 -4.9436 0.04 -0.03 0.09 0.11
H 2.0523 -6.5615 4.0010 0.00 0.00 0.00 0.08
H -4.6362 -1.4052 -2.4313 -0.01 0.00 0.01 0.11
H 1.0970 4.3437 -6.4680 0.00 0.00 0.00 0.11
H 0.5166 -4.0857 0.3498 0.01 -0.01 0.00 0.11
H -5.7225 0.7632 0.9954 -0.01 0.01 0.00 0.10
H 4.5320 0.2978 1.7116 0.00 0.00 -0.02 0.07
H 0.9947 -3.8008 -3.2992 0.01 0.01 0.03 0.12
H 1.6919 3.2316 4.6216 -0.05 0.05 0.00 0.09
H 1.7727 -3.0453 -4.6698 -0.02 -0.01 -0.01 0.13
H -2.6351 4.4376 -3.9643 0.00 0.00 0.00 0.10
H 2.3584 6.1065 1.5234 0.00 0.00 0.00 0.10
H 2.8933 5.2156 3.7702 0.01 0.01 0.00 0.11
H -1.7691 2.7662 -2.3691 0.00 -0.04 0.00 0.06
H 4.4224 -4.1817 -1.4334 0.00 0.00 0.00 0.11
H -2.1694 3.1318 3.4782 0.00 -0.01 -0.01 0.10
H 4.1005 3.6732 -3.4885 0.00 0.00 0.00 0.12
H -3.6334 1.3735 -0.1477 0.01 -0.02 0.01 0.10
H 2.8613 -7.6747 0.4724 0.00 0.00 0.00 0.11
H -2.0420 5.6446 0.7853 0.00 0.00 0.00 0.11
H -6.0395 1.3287 3.3831 -0.01 0.00 0.00 0.10
H -2.8979 7.3062 -0.8021 0.00 0.00 0.00 0.11
H -0.0396 2.1520 3.2619 0.09 0.31 -0.04 0.07
H -1.3684 -5.5438 4.3776 0.00 0.00 0.00 0.12
H 1.6902 -1.8064 3.3167 -0.08 -0.10 0.10 0.09
H -0.3656 -1.7898 -2.9057 0.00 -0.02 0.01 0.06
H 0.4858 -7.0212 4.6851 0.00 0.00 0.00 0.08
H -0.2884 2.5484 -5.4844 0.00 -0.01 -0.01 0.12
H 0.7888 -6.4519 1.0411 0.00 0.00 0.00 0.11
H 4.6747 -6.5343 -0.7604 0.00 0.00 0.00 0.11
H 2.6792 -1.2486 -3.0448 0.02 -0.01 -0.01 0.08
H -2.2862 -3.3514 3.6870 -0.02 -0.01 0.00 0.11
H 1.6712 -6.1664 5.6703 0.00 0.00 0.00 0.09
H -3.1934 6.7161 -3.1855 0.00 0.00 0.00 0.10
H -3.5559 -2.4028 1.6232 -0.03 -0.03 0.05 0.11
H 3.2886 4.8964 -5.4724 0.00 0.00 0.00 0.11
H -2.3737 -0.3744 -2.7193 0.01 -0.02 0.00 0.11
H 2.6001 -3.9875 4.0226 0.00 0.00 0.01 0.13
H -5.2010 -2.4514 -0.2471 0.00 -0.01 0.01 0.12
H -4.2538 2.5133 4.6128 0.00 0.00 0.00 0.11
H -0.5940 -2.4523 -4.5009 0.00 0.01 -0.01 0.12
H 0.6016 5.0594 0.1707 -0.02 0.02 -0.02 0.10
H 3.3886 -2.8533 -2.9746 -0.02 -0.01 -0.01 0.09
```
Positions in Å, forces in eV/Å.

Calculated values
electronic energy: -5015.87741 a.u.
LUMO energy: -3.310 eV
gap between HOMO and LUMO: 7.2 eV
net charge: +1
max |F|: 1.07 eV Å⁻¹

=====

no.,HOMO energy (eV)
1,-9.885
2,-10.460